1.
A cluster of 5 separate species, C39H79N3O17P4 in total. Source: the Open Molecules 2025 dataset; level of theory: ωB97M-V with the def2-TZVPD basis set.

Results
Orbital gap in eV: 8.18
SMILES: CC(=O)N(C)CCCCc1cccc2nccnc12.CCOP(=O)(OCC)OCC.CCOP(=O)(OCC)OCC.CCOP(=O)(OCC)OCC.CCOP(=O)(OCC)OCC
Strongest force on any atom in Eh/bohr: 0.152
Highest occupied orbital energy in eV: -8.58
Relative energy (zero: lowest compared OMol25 entry of this formula, charge and spin) in kcal per mole: 133.1

```
! wB97M-V def2-TZVPD RIJCOSX def2/J DEFGRID3
* xyz 0 1
O -1.81342 -2.10372 3.96227
O -5.76806 1.34973 0.06643
H 0.64398 0.59498 -5.71494
H 1.48197 -2.29951 6.38693
C -3.30379 -0.82777 -1.47864
C 1.34576 0.13666 -5.01540
H -1.40335 5.71165 -1.26109
H 6.43024 -8.69241 -0.06091
C 2.15934 9.26620 -1.60166
H 1.49255 -11.18677 0.89046
H -1.05642 7.09147 -0.21672
H -3.10997 -1.37627 1.76988
H 1.80262 -6.97560 4.40095
H 3.22405 -10.82292 0.73763
H 1.27453 6.02291 -1.90106
C -7.77673 1.05948 -3.21582
H 2.38128 10.13777 -2.22318
C 2.49009 -0.52462 -5.75661
C 5.70098 -7.88149 0.00064
H 2.21347 9.66469 3.53355
C 1.85839 8.08350 -2.20096
H -4.79814 2.22732 1.62104
H 0.80995 -0.15163 7.38211
C 1.85792 8.30783 0.60523
H -2.57157 5.36617 1.47113
P 3.44762 -7.59650 1.41239
H -4.26714 2.78756 0.04985
H 3.25131 -1.17557 1.59392
H -2.59621 8.10117 3.84080
O 3.29281 -8.82688 2.53258
O 3.63059 -6.45670 2.57470
O 1.69395 -3.00683 -5.13450
H 1.38524 -4.31276 -2.81044
C -2.67331 5.86066 0.49199
C 1.52635 7.05218 -0.02549
O 4.72378 -3.00247 -4.36055
H -4.39721 7.35223 -1.13032
C -6.13171 3.65485 0.73711
H 2.64149 -2.39040 2.73811
H 1.96311 5.13536 0.76285
H -3.15788 -0.65259 -0.41253
H -3.71277 -2.05931 4.68970
C 5.41697 -4.00030 -5.12502
C -7.48235 -0.25694 -3.91387
H -6.40846 -0.36435 -4.09905
C 0.24638 -0.55079 6.53837
H 0.66696 -5.67425 3.98273
H 6.83798 -6.38268 -1.06026
H -4.70853 -1.18391 2.50980
H -3.32430 5.25851 -0.16350
C 6.41813 -6.54814 -0.06587
H 1.27099 -9.29996 2.54371
C 5.14445 -3.88928 -6.61258
O -1.14056 -0.01545 2.97799
H -2.53725 -1.51667 -1.83508
O -5.30881 2.40075 -2.04804
H -7.32006 1.89467 -3.75471
P -0.49153 -1.20094 3.61436
H 5.35152 -2.87953 -6.96870
H 0.89822 -7.03909 2.88656
H -7.99161 -0.30590 -4.87735
H 1.20765 -2.08735 0.64053
O -5.72532 -0.57053 -1.17645
C 1.11110 -1.46148 1.52867
H 4.28890 -4.70114 -1.90131
H 1.72463 0.91288 -4.34754
C 1.09884 -1.51365 5.73541
C 2.17896 9.43130 -0.18131
O 0.07088 -2.03065 2.31697
C -3.76095 -1.72254 2.57247
H 0.80278 -0.57407 -4.39218
H 2.90154 -4.83151 3.54393
H 0.08002 4.26192 -0.23035
O 0.36054 -2.16291 4.68783
C 3.32774 -5.07916 -2.25243
H 2.41385 -0.67105 3.06383
H 2.15689 -5.13152 1.97461
C -1.27193 6.01589 -0.20814
C -5.15008 2.50659 0.62503
C 2.23393 -9.78015 2.34718
N 2.47100 10.67192 0.31018
C -2.74723 7.94903 1.70813
C 2.45166 10.66682 1.62248
H -4.06274 8.85668 -0.27100
C -4.68756 -1.38535 -1.74507
H -5.62237 4.56975 1.04945
H -0.64957 -1.04771 6.91204
O 3.32426 -1.25947 -4.86416
H 5.01600 -8.01314 -0.83799
N 1.84789 8.36182 1.96892
H 2.37050 -10.55556 3.10106
H -0.58775 4.67478 1.32677
H 5.75364 -5.71807 0.17439
N -3.36562 7.14133 0.70352
H 7.23121 -6.51827 0.66183
O -7.34163 1.05573 -1.86225
H 3.11792 0.24112 -6.21827
H 2.02599 -3.66870 -1.29933
H -7.79890 -1.10157 -3.30118
C 2.29671 -3.96819 -2.31323
H -3.15711 0.13130 -1.99044
H 2.99258 -5.87634 -1.58398
H 5.76051 -4.59619 -7.16926
H 6.48149 -3.86300 -4.93342
H -6.64577 3.84913 -0.20452
H 1.84497 8.04851 -3.29061
H -4.16806 8.65843 3.18759
H 2.02403 -9.65264 0.19254
H -3.95225 -2.78091 2.38264
O 2.79461 -2.80123 -2.96280
H 0.82669 -0.45927 1.19604
C 1.40939 -6.36776 3.58518
C -3.12274 -1.53751 3.93283
H 1.05925 6.10145 1.91099
H 5.14509 -4.99501 -4.75952
H -3.09787 -0.48785 4.22610
H -2.75125 8.08125 -1.15710
C 1.13754 5.86869 0.84482
C 2.16576 9.53924 2.44911
C -3.63630 7.87293 -0.53149
H 2.67455 11.61543 2.12645
C 2.52532 -5.61473 2.88443
P 3.07134 -2.85345 -4.57583
H 2.13074 -1.16280 -6.56427
H 3.48462 -5.51498 -3.24710
H -3.79953 6.88496 3.28354
H -4.78132 -2.37559 -1.29858
H -8.85391 1.22919 -3.19773
H 1.96172 -0.99500 5.30747
P -5.73118 1.05865 -1.54540
C 2.24441 -10.40060 0.96396
H 4.09429 -4.10779 -6.84032
C 2.43416 -1.42680 2.27124
C -3.38742 7.88897 3.11131
H -0.08125 0.29590 5.92331
C 1.53063 6.94898 -1.38198
O 5.01626 -8.03456 1.24234
H -4.85434 -1.49573 -2.82075
O -1.80346 8.68733 1.53616
C -0.16483 5.12506 0.40952
O 3.26847 -6.76130 0.18306
H -6.90708 3.42440 1.47054
*
```

***

2.
A cluster of 12 separate species, C39H79NO35S4 in total. Source: the Open Molecules 2025 dataset; level of theory: ωB97M-V with the def2-TZVPD basis set.

Results
Orbital gap in eV: 9.13
SMILES: O=[N+]([O-])c1ccccc1.CCOS(C)(=O)=O.CCOS(C)(=O)=O.CCOS(C)(=O)=O.CCOS(C)(=O)=O.COC(=O)OC.COC(=O)OC.COC(=O)OC.COC(=O)OC.COC(=O)OC.COC(=O)OC.COC(=O)OC
Strongest force on any atom in Eh/bohr: 0.173
Highest occupied orbital energy in eV: -10.08

```
! wB97M-V def2-TZVPD RIJCOSX def2/J DEFGRID3
* xyz 0 1
O 3.58697 -0.88751 0.76934
O -0.89617 5.24047 6.34862
H -0.25042 -5.02394 5.31466
H -1.05847 1.42309 7.41938
C 7.30475 6.64400 1.75085
C -2.93432 2.67239 -6.22136
C -2.35642 -0.57765 5.58700
O 4.75987 4.30509 -1.22555
O 0.93931 -6.22441 -2.76574
H 0.59744 -4.24718 0.19658
O 6.60380 4.74161 0.38866
H -2.89706 -6.73040 -4.39889
H -1.17130 -1.55649 2.01966
C 2.80687 5.59044 -3.20073
O -4.24529 2.85562 -6.56015
O 2.29618 -2.80178 -4.08521
H -5.21942 -0.01610 4.11258
C 1.69845 3.08578 -5.50577
C -3.09960 -1.62496 -4.30684
H -4.78377 -0.02521 1.34876
H -2.54466 -2.25946 -4.99790
H -0.58480 0.72870 2.84224
C 1.90530 3.70624 -6.91923
H 1.41917 -3.46001 -5.97370
H 3.14564 -1.93494 -1.07267
H 2.08822 -4.57360 -0.71168
H 7.92542 6.80413 2.63246
H 3.63301 2.74444 1.00742
H -4.56320 -0.87821 -0.05065
H -1.02996 1.55567 -4.83971
H 4.88400 -4.07257 -1.67950
H -1.44302 4.15568 -1.25023
C 3.56883 -1.02282 -0.65189
H -2.12954 1.21180 -3.46429
O -2.03414 3.38494 -6.71116
H 2.69233 4.43405 -6.72183
O -2.88816 1.95579 -5.13646
N 0.20742 -0.27195 -2.29293
H 6.39929 7.25000 1.78236
O -1.36660 -3.56355 6.29628
S -1.04556 -4.46964 7.70337
H -2.56541 -1.68412 -3.35856
H -2.24923 -7.04913 -2.85395
H -8.33430 -2.83139 -3.16654
H 0.45319 -2.40325 -5.00838
H -2.78247 4.20190 -2.25843
H 8.13163 4.61490 1.68262
H 0.00160 -1.03618 6.46363
O 4.28672 5.41720 0.95749
H -1.21150 2.96129 3.62449
C -1.53875 -5.16425 -3.76147
C -3.97525 -0.32603 0.68250
H 0.96946 2.20941 1.50658
H 2.96640 -0.19646 -1.02912
S 4.96594 4.44232 0.18827
C -0.19273 0.40413 1.88970
C -7.39213 -3.01823 -2.65126
C 7.14971 5.08675 1.64652
H -0.97735 -1.95871 -0.37608
C -4.70743 3.93372 -7.42897
C -0.49244 -1.08384 0.03117
O 2.51092 3.00239 -2.69174
H -3.13069 4.41169 -0.58050
O -4.68141 -2.72150 -2.25480
C -1.84387 1.93901 -4.22434
O -3.32081 -0.47756 4.61597
H -2.41802 -4.52114 -3.79906
O -1.15831 -0.60851 4.97169
H 5.10364 2.08037 0.37484
H 3.56394 5.28101 -3.92129
H -1.67517 -2.46737 8.94567
O -0.66251 3.49896 7.84253
O -4.59641 2.21299 -0.63754
H 0.22368 0.61683 6.08848
O 4.15260 -2.85853 -3.24131
O -4.57891 -1.83942 -4.42061
S 0.12441 -5.68633 -1.68283
H -2.36961 -4.64889 3.88069
O 3.31975 -1.56830 2.93499
O 0.84598 0.50560 -2.97822
O 3.33463 -4.77566 -4.01080
C -1.56725 -3.92223 3.75306
H -0.69401 1.76171 9.06484
H -5.74803 3.92794 -7.75333
O -0.63158 -6.47752 -0.72640
C -2.49103 3.85647 -1.26654
C 3.08078 -1.85309 1.63145
C 0.55885 1.31649 1.05881
H -7.43857 -2.35193 -1.78987
C -2.18705 -3.40559 8.73160
H -2.54211 -3.95842 9.60132
H 6.45127 4.77767 2.42417
H -0.48547 4.43551 4.17733
O -2.59417 -0.70771 6.76777
H 1.05494 4.21968 -7.36799
H 0.99528 -4.08220 -4.41804
H -7.28044 -4.09853 -2.55863
C -0.81103 4.08457 6.59012
H 0.50437 2.91847 4.14365
O -0.34016 -1.30670 -2.79638
H 0.89362 -0.76364 5.07269
H -0.94341 -5.03809 -4.66577
C 0.83051 1.02996 -0.27288
O 1.13733 4.05618 -4.63159
H 0.16441 -3.40677 5.06306
C 0.04520 -0.35000 5.61785
C -3.46346 1.80464 -0.52107
C -1.98155 -6.61722 -3.81826
O 0.63524 4.65518 -2.20863
H -2.98382 -0.61218 -4.69282
H 5.23729 2.90403 2.02550
O -0.80478 3.15639 5.67471
H -4.17738 3.80803 -8.37308
H -0.97471 -4.03677 2.84539
H 4.27802 0.28931 2.98994
C 4.40097 -0.73483 3.34225
C 3.22939 -3.56719 -3.67304
C -5.22565 -2.32893 -3.30156
H -3.03238 -3.22813 8.06675
C -0.67031 -0.82942 1.39775
O -1.03149 -4.78417 -2.44039
C -0.70917 -4.05716 5.10731
O 0.32156 -4.20665 7.96008
C 4.71814 2.82595 1.07026
H 2.64210 2.62195 -5.21855
O 2.47031 -2.83067 1.25806
O -6.54427 -2.50439 -3.61272
H -3.56545 -1.12100 1.30554
H 4.59763 -0.95194 -1.00494
H -5.29840 -0.84055 5.63667
C 5.14256 -3.45357 -2.53862
H 2.11885 2.94408 -7.66864
H 5.82421 -4.00210 -3.18867
H 4.40450 -0.74154 4.43222
C 0.19347 -0.13171 -0.78307
H 0.75585 -3.33802 -1.15579
H 5.64067 -2.58388 -2.11011
H 1.19685 1.77552 -0.96304
H 0.89064 2.35946 -5.59520
H 0.61980 1.81265 7.93347
H -4.44452 4.89370 -6.98465
C -0.47711 3.35583 4.32671
H 3.32911 5.67192 -2.24746
O -1.55891 -5.80824 7.39322
S 1.75503 4.17762 -2.98054
C -0.43572 2.05909 8.04850
O -2.34693 2.49368 -0.90404
H -4.73124 0.69192 5.64718
H -1.65934 2.94508 -3.84769
C 1.23710 -3.15773 -4.94241
H -1.22621 -7.15815 -4.38831
H -2.07886 -2.96192 3.68854
H 2.08862 6.35422 -3.49882
H 5.33128 -1.10216 2.90900
C -4.65790 -0.20220 5.02809
H 7.90756 7.03398 0.93071
O -3.04789 0.76416 0.22627
C 1.02915 -4.33166 -0.80071
*
```

***

3.
A cluster of 10 separate species, C39H80BIO9 in total. Source: the Open Molecules 2025 dataset; level of theory: ωB97M-V with the def2-TZVPD basis set.

Results
Orbital gap in eV: 9.27
SMILES: CCCCCCCCB(I)[C@H](C)CC.CC(C)=O.CC(C)=O.CC(C)=O.CC(C)=O.CC(C)=O.CC(C)=O.CC(C)=O.CC(C)=O.CC(C)=O
Strongest force on any atom in Eh/bohr: 0.026
Highest occupied orbital energy in eV: -8.58

```
! wB97M-V def2-TZVPD RIJCOSX def2/J DEFGRID3
* xyz 0 1
H -7.86721 -0.17735 -0.42113
H -5.75092 0.75700 11.97835
H -3.72885 4.60439 -1.46467
C -6.95556 0.16925 0.06906
H 3.34638 -4.83441 2.44506
C -2.66790 -0.96906 2.04300
H -3.12172 -0.74020 1.07831
C 2.31681 -0.30902 -1.97135
H 3.58008 7.94820 -5.49733
H 7.15137 -7.99581 1.10613
C -5.59530 0.04873 -2.10989
H 4.85873 6.58975 -2.87339
H 5.83243 3.19858 -2.36967
H -1.60656 -0.72610 1.99895
C 5.41283 -3.07973 1.59295
H 5.79278 -3.74954 2.36291
H -5.54908 1.92005 5.71435
H 8.90738 0.91599 -6.07266
C -6.49728 0.23068 11.38128
H -1.18941 4.50097 -2.25921
C -5.53306 1.02446 6.33503
H -6.94130 1.26036 0.07980
C -5.74900 -0.35359 -0.66593
H -5.30686 -2.32199 5.40386
H 9.66996 1.70768 -4.68042
C 3.92728 -2.88623 1.76364
H 3.46294 2.08330 -0.72966
H -6.45210 -0.30868 -2.68551
H -3.53981 2.84918 -1.27134
O 7.02710 -5.50360 0.89540
O -6.43303 0.31456 9.00616
C -7.10310 2.34463 10.04483
H 8.92299 -7.91939 1.14327
C 3.75465 -0.35192 -1.48163
C -6.15685 -3.61820 -3.63736
H 3.78432 -0.33107 -0.39112
H 2.65482 6.93804 -4.35946
C -3.01058 3.80022 -1.30800
H -5.77791 -4.27022 -2.84901
H -6.38126 2.95769 10.58648
O -1.87085 -3.15902 2.51674
H 5.91220 -2.11589 1.68176
O 7.45042 2.60802 -3.94998
H 4.53118 0.71614 -3.13024
H 1.16262 -2.16457 -1.88894
H -4.76073 -2.81398 1.51856
H -5.91567 -4.04390 -4.61262
C 7.93504 -6.04703 1.48146
C 3.30701 6.92501 -5.23423
H 4.22463 -1.28006 -1.81974
C -5.38446 -1.52822 6.14340
H 5.62970 0.71258 -1.72402
H 3.32513 2.49666 -2.40342
B -0.70984 1.64928 -1.61117
C 7.70048 2.40931 -5.11753
C 3.06217 -4.11990 1.67075
H -6.29504 -1.67172 6.72624
H 3.17982 -4.58429 0.69013
C -0.73456 0.07460 -1.64617
C 8.00734 -7.54945 1.60722
C -6.65557 0.90332 10.04052
C -1.99166 3.79749 -2.46235
H 0.59844 2.25350 -3.63419
C -2.83000 -2.43393 2.35629
H -7.17616 2.70644 9.02143
H -8.08059 2.43087 10.52167
H -2.52605 4.15468 -3.34564
C 6.68592 2.69588 -6.19427
H 9.53207 2.57685 -6.22081
H 6.27483 5.92045 -3.70375
H 5.58867 3.25894 -0.57834
H -5.51945 1.13471 -2.19280
H 6.45516 1.78076 -6.74430
H -2.53835 4.00015 -0.35269
C -7.65061 -3.45594 -3.49987
O -4.93750 -1.06765 -0.11771
H 5.62544 -3.50100 0.61308
H -0.65334 1.89126 -4.78289
H -6.44546 0.97677 6.91569
H -0.46343 -1.54574 -0.29412
H 2.01873 -3.84270 1.80986
H 10.00562 -5.52517 1.67852
H 1.95122 0.69719 -1.74639
H 7.99310 -7.83828 2.65943
H 9.07533 -5.44393 3.19444
O 3.44380 -1.79470 1.96375
C 9.04086 1.86652 -5.55385
C -5.42479 -0.18854 5.44974
H 5.77854 3.07668 -5.74072
C 9.04670 -5.25074 2.12081
H -0.37870 3.55611 -4.32342
C 4.54805 6.11796 -4.94048
I 0.32489 2.83127 -0.11278
H 1.96584 -1.73484 -0.41589
H -9.53834 -4.44962 -3.48034
H 7.07506 3.44728 -6.88317
H -6.17248 -0.79693 11.23462
C -1.45286 2.40462 -2.79482
C 4.04506 2.18020 -1.64594
H -8.34294 -5.18006 -4.56829
H 0.41605 -0.14882 0.24558
H -2.24562 1.73694 -3.13674
H -5.68121 -2.64403 -3.55009
O -8.15578 -2.37058 -3.32016
C 5.11313 3.26676 -1.55726
H -7.45015 0.22954 11.91276
C -0.40804 2.53981 -3.94392
O 4.82942 5.13269 -5.58415
H -3.13361 -0.36906 2.82698
H 5.78600 7.59980 -4.01042
C 0.13725 -0.70643 -0.64698
H -6.94032 -0.19432 1.09481
H -4.20481 -4.02668 2.69213
C 5.42364 6.59045 -3.80682
H -4.52100 -1.57738 6.80803
H -1.77404 -0.23209 -1.49530
H -4.68708 -0.39697 -2.51378
O -5.37364 -0.09322 4.24158
H 2.77187 6.47570 -6.06800
H 8.87256 -4.18945 1.95673
C -8.48790 -4.70718 -3.59572
H -0.49517 -0.19532 -2.67974
C 1.40302 -1.31329 -1.25033
H -4.67661 1.07303 7.00744
H -4.76827 -2.43825 3.25751
C 4.59118 0.80016 -2.04215
H 4.60584 4.22938 -1.64728
H -8.20501 -5.40675 -2.80769
C -4.23780 -2.96197 2.46232
H 2.27678 -0.40244 -3.05666
*
```

***

Question: Which of these has the lowest strongest force on any atom?
Answer: C39H80BIO9

***

Question: Among the records above, which one has the highest strongest force on any atom?
Answer: C39H79NO35S4

***

Question: Which of these has the lowest highest occupied orbital energy?
Answer: C39H79NO35S4

***

Question: The highest strongest force on any atom belongs to which entry?
Answer: C39H79NO35S4